1.
Here is C10H17Cl3O2Os as an isolated structure from the Open Molecules 2025 dataset. Energies are from wB97M-V/def2-TZVPD.

Last column: Löwdin spin population.
Positions of all 33 atoms, in Å:
1 C 0.955830 -0.502677 -0.729342  0.18
2 C -0.349627 -0.379546 -1.349761  0.07
3 C -1.347837 -0.508992 -0.280012  0.01
4 C -0.617541 -0.615083 -2.793558  0.01
5 C -0.611267 -0.560694 0.963540  0.11
6 C 0.800742 -0.571432 0.666750  0.15
7 C 1.909837 -0.808510 1.644818  0.03
8 C 2.261647 -0.628900 -1.437365  0.03
9 C -2.807117 -0.696232 -0.487534  0.01
10 C -1.184035 -0.814513 2.306985  0.01
11 Os -0.835417 1.526009 -0.138251  1.95
12 Cl -2.097187 2.210315 -1.813836  0.12
13 Cl 0.923448 2.580503 -1.262916  0.07
14 O 0.239568 2.203912 1.407985  0.09
15 H 0.285707 -0.465229 -3.377259  0.00
16 H -1.341432 0.137593 -3.078663  0.00
17 H -1.030115 -1.595163 -3.040183  0.00
18 H -3.140590 -0.180737 -1.401778  0.00
19 H -3.360254 -0.369547 0.404219  0.00
20 H -2.957169 -1.777008 -0.602574  0.00
21 H -2.148997 -0.317184 2.456466  0.00
22 H -0.494259 -0.526256 3.110498  0.00
23 H -1.327404 -1.898192 2.407493  0.01
24 H 1.576083 -0.596534 2.680531  0.00
25 H 2.771561 -0.146890 1.405879  0.00
26 H 2.252957 -1.865960 1.579587  0.01
27 H 2.187777 -0.150001 -2.417279  0.00
28 H 2.634274 -1.660787 -1.579645  0.01
29 H 3.046189 -0.118284 -0.861889  0.00
30 H -0.348109 2.441944 2.175304  0.00
31 O 3.903726 2.325429 1.240816  0.97
32 H 2.998049 2.377065 0.899783  0.02
33 Cl -2.749038 1.951579 1.301193  0.09

Cartesian forces (eV/Å) of the 2 atoms listed first:
C -0.829 -0.789 -0.047
C 0.929 -1.953 1.403

Results
Energy relative to the best compared isomer or geometry (same formula, charge and spin) in kcal/mol: 0.0
Kohn-Sham gap (alpha / beta) in eV: 3.705 / 3.966
Net charge: -2
M in g mol⁻¹: 465.8
Spin multiplicity: 5

2.
Here is an isolated molecule of C7H9N from the Open Molecules 2025 dataset. Energies are from wB97M-V/def2-TZVPD.

Last column: natural (NBO) charge in e.
Positions of all 17 atoms, in Å:
1 C 0.770547 -0.503603 -1.255355  -0.18
2 C -0.452039 -0.204831 -1.507019  -0.22
3 C -1.126773 0.264371 -0.270897  -0.15
4 C -0.502150 1.530459 0.402847  -0.19
5 C 0.770398 1.323227 0.578107  -0.15
6 C 1.168933 -0.067422 0.110471  -0.36
7 C 0.443192 -1.133507 0.979472  -0.21
8 N -1.021890 -0.874736 0.677381  -0.64
9 H 1.535221 -0.783897 -2.038550  0.23
10 H -0.935746 -0.606837 -2.387570  0.22
11 H -2.249556 0.589947 -0.129921  0.23
12 H -1.104304 2.375664 0.672968  0.21
13 H 1.659106 1.971565 1.036171  0.22
14 H 2.182493 -0.198376 0.513750  0.23
15 H 0.481236 -0.762028 2.102210  0.19
16 H 0.868590 -2.128395 1.048346  0.22
17 H -1.716462 -1.586659 0.215155  0.37

Cartesian forces (eV/Å) of the 2 atoms listed first:
C 4.810 1.085 -1.287
C -2.813 -0.140 -1.019

Results
Energy relative to the best compared isomer or geometry (same formula, charge and spin) in kcal/mol: 89.8
Kohn-Sham gap in eV: 9.288
M in g mol⁻¹: 107.2
Spin multiplicity: 1

3.
Here is C37H67GeI2N8O4PRb as an isolated structure from the Open Molecules 2025 dataset. Energies are from wB97M-V/def2-TZVPD.

Last column: Löwdin spin population.
Positions of all 121 atoms, in Å:
1 Rb -0.287637 0.728228 0.630013  0.00
2 C -2.082922 3.621388 2.823862  0.00
3 C -1.968851 2.254156 3.498772  0.00
4 C -1.981777 2.439746 5.016151  0.00
5 C -3.140043 1.374027 3.064885  0.00
6 O -0.771299 1.661553 3.023712  0.00
7 Ge 0.178273 0.302631 3.980515  0.00
8 O -0.516186 -1.003244 2.729266  0.00
9 C -0.332385 -2.388519 2.854361  0.00
10 C -1.437929 -3.055119 2.027638  0.00
11 C -0.432507 -2.866271 4.303865  0.00
12 C 1.027578 -2.781293 2.286577  0.00
13 O 1.632365 0.616894 2.816365  0.00
14 C 2.556219 1.673977 3.098712  0.00
15 C 2.422083 2.716375 1.990464  0.00
16 C 2.308474 2.356545 4.449325  0.00
17 C 3.974575 1.108862 3.107848  0.00
18 H -3.003886 4.136407 3.108290  0.00
19 H -2.074098 3.505818 1.733179  0.00
20 H -1.234805 4.246068 3.108391  0.00
21 H -2.873307 2.988577 5.327270  0.00
22 H -1.104146 3.004502 5.335810  0.00
23 H -1.974319 1.480409 5.536035  0.00
24 H -4.104274 1.780557 3.383260  0.00
25 H -3.019326 0.363684 3.464534  0.00
26 H -3.123786 1.318630 1.971195  0.00
27 H -2.410831 -2.820588 2.465970  0.00
28 H -1.329953 -4.143682 1.984828  0.00
29 H -1.414858 -2.649814 1.007842  0.00
30 H -1.365941 -2.518328 4.748593  0.00
31 H 0.390650 -2.476708 4.904709  0.00
32 H -0.406815 -3.957399 4.358057  0.00
33 H 1.082844 -2.427705 1.249988  0.00
34 H 1.192998 -3.862420 2.320770  0.00
35 H 1.816516 -2.278967 2.849029  0.00
36 H 1.400414 3.106591 1.987446  0.00
37 H 2.644965 2.249719 1.025477  0.00
38 H 3.111479 3.550760 2.141410  0.00
39 H 1.319695 2.821263 4.480712  0.00
40 H 3.050754 3.140888 4.611031  0.00
41 H 2.387227 1.646140 5.273752  0.00
42 H 4.233015 0.686696 2.135223  0.00
43 H 4.057606 0.325546 3.864429  0.00
44 H 4.703572 1.888084 3.339672  0.00
45 I -0.137239 7.586008 -4.077686  0.11
46 C -0.703046 5.825533 -3.179584  0.23
47 C -2.063697 5.459161 -3.165347  0.00
48 C -2.443567 4.291735 -2.572082  0.15
49 I -4.454838 3.797951 -2.474081  0.03
50 C -1.475669 3.390941 -1.965982  0.09
51 O -1.795898 2.295181 -1.482519  0.26
52 C -0.086928 3.842051 -1.950666  0.13
53 C 0.906102 3.001937 -1.199596  0.01
54 N 1.276851 1.751206 -1.859657  0.01
55 C 2.664297 1.519087 -2.196626  0.00
56 C 3.279421 0.317492 -1.491177  0.00
57 C 4.418867 -0.295013 -2.010760  0.00
58 C 5.067657 -1.258444 -1.259250  0.00
59 C 4.571935 -1.568688 0.002669  0.00
60 C 3.421750 -0.921774 0.430076  0.00
61 N 2.761451 -0.028151 -0.314342  0.00
62 C 0.265653 5.011991 -2.554871  -0.01
63 H -2.795549 6.115359 -3.616594  0.00
64 H 0.476735 2.777755 -0.218636  0.00
65 H 1.796539 3.597845 -0.995794  0.00
66 H 0.651284 1.526263 -2.617627  0.00
67 H 3.263029 2.377487 -1.872620  0.00
68 H 2.819396 1.436423 -3.274270  0.00
69 H 4.803616 0.007968 -2.977766  0.00
70 H 5.963760 -1.737012 -1.634455  0.00
71 H 5.080286 -2.267120 0.654674  0.00
72 H 3.005791 -1.101441 1.409866  0.00
73 H 1.297095 5.341896 -2.536407  0.00
74 N 2.619713 -3.910688 -3.794392  0.00
75 C 1.729134 -5.060362 -3.530983  0.00
76 C 0.306775 -4.794147 -4.029242  0.00
77 C -0.517554 -3.788534 -3.221263  0.00
78 N -0.070799 -2.408406 -3.464101  0.00
79 C -0.418492 -4.076287 -1.726662  0.00
80 C 1.011349 -4.260673 -1.235947  0.00
81 N 1.778135 -2.972049 -1.376306  0.00
82 C 1.738665 -5.341607 -2.029652  0.00
83 H 2.493172 -3.570625 -4.740638  0.00
84 H 3.589326 -4.200675 -3.722838  0.00
85 H 2.084261 -2.906427 -2.369528  0.00
86 H 2.089817 -5.954746 -4.045036  0.00
87 H -0.226964 -5.746905 -4.017342  0.00
88 H 0.336276 -4.483936 -5.079099  0.00
89 H -1.562820 -3.926349 -3.521095  0.00
90 H -0.750799 -1.749253 -3.099765  0.00
91 H 0.001980 -2.225485 -4.458678  0.00
92 H -0.962535 -4.991645 -1.486706  0.00
93 H -0.903612 -3.273515 -1.158984  0.00
94 H 0.994920 -4.501233 -0.174999  0.00
95 H 2.611554 -2.951753 -0.779928  0.00
96 H 1.213348 -2.158066 -1.137135  0.00
97 H 1.248613 -6.296963 -1.836310  0.00
98 H 2.769013 -5.446818 -1.675062  0.00
99 C -6.571349 0.277142 -1.354547  0.00
100 N -5.670697 -0.534442 -2.302663  0.00
101 C -5.925736 -2.024952 -2.029143  0.00
102 N -5.706784 -2.337416 -0.662797  0.00
103 C -6.579407 -1.522965 0.186244  0.00
104 N -6.341754 -0.094492 -0.008402  0.00
105 C -5.025469 0.325268 0.483380  0.00
106 P -3.601919 -0.509402 -0.382168  0.00
107 C -4.221159 -0.185763 -2.110793  0.00
108 C -4.294040 -2.235369 -0.265669  0.00
109 H -7.595981 0.059716 -1.655491  0.00
110 H -6.340311 1.328655 -1.523174  0.00
111 H -5.943618 -0.324073 -3.263387  0.00
112 H -5.259525 -2.587061 -2.682859  0.00
113 H -6.963247 -2.209980 -2.306772  0.00
114 H -6.404731 -1.776668 1.229449  0.00
115 H -7.617888 -1.747717 -0.058709  0.00
116 H -4.961131 0.105662 1.548040  0.00
117 H -4.924360 1.407385 0.379720  0.00
118 H -3.649792 -0.770249 -2.833753  0.00
119 H -4.088917 0.872971 -2.344914  0.00
120 H -4.188579 -2.588333 0.760931  0.00
121 H -3.702586 -2.911661 -0.888162  0.00

Cartesian forces (eV/Å) of the 2 atoms listed first:
Rb 0.179 -0.533 -0.150
C 0.003 -0.007 -0.026

Results
Energy relative to the best compared isomer or geometry (same formula, charge and spin) in kcal/mol: 40.8
Kohn-Sham gap (alpha / beta) in eV: 5.919 / 3.817
Net charge: +2
M in g mol⁻¹: 1130.9
Spin multiplicity: 2

4.
Here is a 4-piece molecular cluster, C3H13NO4 overall from the Open Molecules 2025 dataset. Energies are from wB97M-V/def2-TZVPD.

Last column: natural (NBO) charge in e.
Positions of all 21 atoms, in Å:
1 C 0.311544 -1.200920 2.477010  -0.43
2 N 0.741925 -0.779996 1.127574  -0.68
3 C 0.560573 -1.852191 0.112336  -0.33
4 C 0.553349 -1.191903 -1.316957  0.42
5 O 0.564980 -1.934172 -2.256025  -0.50
6 H 0.236541 -2.294836 2.489733  0.19
7 H 1.192413 -1.065446 3.140160  0.19
8 H -0.458401 -0.643667 2.993334  0.20
9 H 0.324750 0.133847 0.984431  0.38
10 H -0.410127 -2.388536 0.228174  0.19
11 H 1.370183 -2.520640 0.383072  0.22
12 H 0.701420 -0.097872 -1.318150  0.14
13 O -1.919539 2.063796 0.509243  -0.97
14 H -2.012821 1.503106 -0.249466  0.48
15 H -2.527915 1.978649 1.258776  0.49
16 O 1.703445 1.647702 -0.613711  -0.99
17 H 2.020442 0.907137 -0.082618  0.50
18 H 2.134523 2.485639 -0.591622  0.49
19 O -1.708716 1.819466 -3.476432  -0.93
20 H -2.454343 1.682463 -2.893648  0.46
21 H -0.924226 1.748368 -2.905210  0.47

Cartesian forces (eV/Å) of the 2 atoms listed first:
C 2.853 -0.598 0.505
N -0.815 0.147 0.696

Results
Energy relative to the best compared isomer or geometry (same formula, charge and spin) in kcal/mol: 72.7
Kohn-Sham gap in eV: 9.418
M in g mol⁻¹: 127.1
Spin multiplicity: 1

5.
Here is a 7-piece molecular cluster, C7H27NO6 overall from the Open Molecules 2025 dataset. Energies are from wB97M-V/def2-TZVPD.

Last column: natural (NBO) charge in e.
Positions of all 41 atoms, in Å:
1 C -3.028532 -0.598032 0.782047  -0.43
2 C -2.059500 0.327129 0.847903  0.05
3 C -2.387271 1.743897 0.397290  -0.45
4 C -1.952891 2.894069 1.303122  -0.61
5 C -0.849610 0.093485 1.687984  -0.47
6 C 0.408256 -0.150938 0.819528  -0.04
7 C 1.764844 -0.136884 1.509543  -0.62
8 N 0.302568 -1.398842 0.030886  -0.89
9 H -3.971394 -0.311699 0.338695  0.20
10 H -2.782759 -1.594534 1.133744  0.20
11 H -1.786791 1.860708 -0.507044  0.23
12 H -3.437052 1.819522 0.114641  0.21
13 H -0.870655 2.801781 1.381951  0.19
14 H -1.978163 3.841588 0.761638  0.22
15 H -2.395637 2.933190 2.294178  0.21
16 H -0.959308 -0.802027 2.308560  0.21
17 H -0.600079 0.911413 2.360721  0.22
18 H 0.352678 0.633862 0.057554  0.18
19 H 2.586704 -0.584859 0.955819  0.22
20 H 2.085840 0.912952 1.526644  0.19
21 H 1.702479 -0.448256 2.546256  0.21
22 H -0.547689 -1.300626 -0.508226  0.38
23 H 0.383582 -2.249654 0.573463  0.39
24 O -0.188076 3.026743 -2.222262  -0.95
25 H 0.383369 3.266984 -1.489994  0.48
26 H 0.416797 2.582037 -2.821051  0.47
27 O 2.240446 2.195335 -1.242589  -0.96
28 H 2.315497 2.195493 -0.282132  0.47
29 H 2.929667 1.583418 -1.530086  0.49
30 O 2.244939 -3.372115 -0.757625  -0.96
31 H 1.800744 -2.509565 -0.867857  0.49
32 H 2.638862 -3.190949 0.103234  0.45
33 O 1.386163 -3.454758 2.060924  -0.97
34 H 2.264331 -3.256835 2.394585  0.49
35 H 1.178104 -4.376830 1.894238  0.50
36 O -1.033958 -1.827696 -2.646995  -0.97
37 H -0.966491 -1.337454 -3.467839  0.48
38 H -1.915290 -1.890313 -2.277474  0.49
39 O 1.845985 -0.173325 -3.290308  -0.94
40 H 1.018025 0.319422 -3.370934  0.46
41 H 1.461266 -0.976818 -2.902718  0.48

Cartesian forces (eV/Å) of the 2 atoms listed first:
C 1.224 0.368 -0.305
C -1.954 0.702 1.724

Results
Energy relative to the best compared isomer or geometry (same formula, charge and spin) in kcal/mol: 49.8
Kohn-Sham gap in eV: 9.262
M in g mol⁻¹: 221.3
Spin multiplicity: 1

> Look up the M of the first one.

465.8 g mol⁻¹

> Among the records above, which one has the highest energy relative to the best compared isomer or geometry (same formula, charge and spin)?

C7H9N